141
Properties=species:S:1:pos:R:3:mulliken_charge:R:1 method="wB97M-V/def2-TZVPD" total_charge=+1 e_lumo_ha=-0.0941 homo_energy_ev=-10.917 gap_ev=8.36 max_force_ev_per_a=4.9
C 5.887 2.938 -0.272 -0.855
C 5.484 3.215 -1.826 -0.372
O 4.062 2.968 -1.956 -0.144
C 3.406 4.037 -2.709 -0.457
C 2.657 4.973 -1.605 -0.426
O 1.912 4.064 -0.763 0.070
C 0.613 4.660 -0.411 -1.782
C -0.311 3.555 0.353 -0.124
C 0.621 3.030 1.556 0.464
C 0.611 1.542 2.073 0.003
C 1.533 1.045 3.242 -0.525
C 2.560 1.983 3.947 -0.672
C 2.603 3.444 3.435 -0.695
C 1.674 3.931 2.308 -0.297
N -0.496 2.540 -0.747 -0.113
C -1.484 1.517 -0.468 -0.793
N -1.181 0.266 -0.899 0.638
C -2.011 -0.941 -0.672 -0.137
C -1.808 -1.627 0.782 0.362
O -2.868 -1.131 1.642 -0.491
C -2.153 -3.206 0.555 0.454
F -2.664 -3.744 1.783 -0.273
F -1.031 -3.974 0.176 -0.175
F -3.250 -3.323 -0.366 -0.218
N -2.658 1.794 0.277 1.520
N -3.888 1.513 -0.265 -0.146
C -2.573 2.875 1.296 -1.045
C -3.970 3.140 2.023 -0.727
C -4.372 1.889 2.998 0.236
C -3.796 2.128 4.486 0.045
N -4.276 3.218 5.382 -0.511
O -2.911 1.353 4.977 -0.586
C -1.734 4.176 0.879 2.949
C -1.365 5.180 2.073 -0.800
C -1.457 4.688 3.567 -0.027
F -2.524 5.441 4.241 -0.382
C -2.280 5.073 -0.312 -1.610
C -3.792 5.473 -0.497 -0.269
C -4.729 4.382 -1.278 -0.869
Br -4.754 6.333 1.012 -0.118
H 7.018 3.051 -0.125 0.361
H 5.539 1.912 0.096 0.191
H 5.379 3.774 0.328 0.188
H 5.799 4.292 -2.051 0.315
H 6.126 2.467 -2.432 0.227
H 4.124 4.621 -3.373 0.398
H 2.549 3.526 -3.288 0.063
H 3.444 5.509 -0.943 0.233
H 2.038 5.806 -2.085 0.364
H 0.167 4.955 -1.438 0.763
H 0.849 5.582 0.205 0.243
H -0.088 0.755 1.646 -0.182
H 1.483 -0.038 3.622 0.338
H 3.249 1.674 4.795 0.365
H 3.336 4.198 3.903 0.346
H 1.769 5.041 2.012 0.149
H 0.412 2.028 -0.829 0.638
H -0.290 0.124 -1.423 -0.019
H -3.126 -0.818 -0.863 -0.201
H -1.651 -1.734 -1.436 0.245
H -0.765 -1.490 1.217 0.024
H -3.720 -1.288 1.155 0.390
H -3.788 1.325 -1.284 0.472
H -4.306 0.668 0.177 -0.226
H -1.932 2.372 2.128 -0.342
H -4.863 3.292 1.336 0.029
H -3.966 4.060 2.726 0.566
H -3.804 0.987 2.590 -0.195
H -5.488 1.658 2.983 0.499
H -3.425 3.698 5.742 0.313
H -4.625 2.704 6.221 0.374
H -0.336 5.695 1.956 0.344
H -2.090 6.079 1.976 0.563
H -1.605 3.591 3.793 0.049
H -0.496 5.008 4.127 0.306
H -1.946 4.603 -1.319 0.425
H -1.695 6.075 -0.271 0.286
H -3.761 6.330 -1.281 0.537
H -4.021 3.632 -1.762 0.083
H -5.535 3.931 -0.615 0.241
H -5.289 4.894 -2.152 0.416
C 1.672 -1.909 -6.264 -0.617
C 1.647 -0.382 -6.172 -0.668
C 0.750 -0.008 -4.990 -0.487
S 0.842 -1.378 -3.842 1.260
O -0.462 -2.001 -3.762 -0.744
O 1.570 -0.963 -2.660 -0.528
C 1.900 -2.405 -4.843 -0.811
H 2.451 -2.261 -6.942 0.368
H 0.708 -2.272 -6.638 0.294
H 2.662 -0.011 -5.996 0.288
H 1.288 0.073 -7.097 0.353
H 1.094 0.902 -4.495 0.131
H -0.291 0.106 -5.297 0.378
H 1.638 -3.454 -4.706 0.446
H 2.931 -2.231 -4.526 0.352
C 3.741 -4.909 1.549 -0.699
C 2.424 -4.754 0.787 -0.764
C 2.304 -3.287 0.372 0.059
S 3.977 -2.674 0.210 1.195
O 4.200 -1.668 1.224 -0.667
O 4.265 -2.437 -1.187 -0.677
C 4.788 -4.179 0.718 -0.553
H 4.004 -5.957 1.694 0.295
H 3.654 -4.441 2.536 0.341
H 2.443 -5.389 -0.104 0.295
H 1.569 -5.064 1.392 0.396
H 1.785 -3.179 -0.582 0.072
H 1.800 -2.694 1.138 0.067
H 5.694 -3.944 1.277 0.461
H 5.038 -4.744 -0.183 0.148
C -8.672 0.082 -1.168 -0.802
C -8.971 -0.669 0.131 -0.597
C -8.026 -1.870 0.195 -0.787
S -6.567 -1.408 -0.730 1.087
O -6.474 -2.252 -1.896 -0.730
O -5.456 -1.232 0.186 -0.707
C -7.155 0.198 -1.238 -0.444
H -9.151 1.063 -1.189 0.352
H -9.044 -0.495 -2.022 0.354
H -8.786 -0.008 0.984 0.287
H -10.015 -0.986 0.184 0.351
H -7.743 -2.106 1.222 0.352
H -8.463 -2.749 -0.281 0.392
H -6.788 0.430 -2.238 0.499
H -6.783 0.933 -0.520 0.115
C 7.653 -7.483 0.931 -0.486
C 7.678 -8.904 1.498 -0.682
C 6.268 -9.480 1.356 -0.633
S 5.531 -8.657 -0.052 1.100
O 4.425 -7.850 0.414 -0.576
O 5.393 -9.600 -1.137 -0.715
C 6.912 -7.581 -0.396 -0.611
H 8.659 -7.081 0.800 0.387
H 7.111 -6.822 1.616 0.212
H 8.385 -9.512 0.924 0.312
H 8.006 -8.918 2.540 0.343
H 6.289 -10.555 1.176 0.348
H 5.657 -9.262 2.233 0.364
H 6.552 -6.618 -0.759 0.294
H 7.529 -8.063 -1.157 0.355

---

25
Properties=species:S:1:pos:R:3:mulliken_charge:R:1 method="wB97M-V/def2-TZVPD" e_lumo_ha=0.0159 homo_energy_ev=-9.845 smiles="N[C@H](SS(=O)(=O)O)C1CCCC1" e_above_lowest_kj_mol=25.0 gap_ev=10.28 max_force_ev_per_a=5.1
N -1.277 -1.669 -0.362 -0.525
C -0.884 -0.365 0.030 -0.254
S -1.911 0.918 -0.810 -0.142
S -3.646 0.143 0.171 0.997
O -3.188 -0.217 1.471 -0.578
O -4.774 0.957 0.106 -0.565
O -3.866 -1.180 -0.572 -0.475
C 0.533 0.050 -0.361 -0.116
C 0.882 1.568 -0.150 -0.817
C 2.399 1.478 0.312 -0.421
C 2.924 0.164 -0.064 -0.805
C 1.723 -0.678 0.299 -0.859
H -1.231 -2.442 0.354 0.319
H -1.096 -1.977 -1.332 0.273
H -1.018 -0.221 1.118 0.516
H -2.883 -1.522 -0.386 0.539
H 0.568 -0.388 -1.353 0.310
H 0.062 1.917 0.603 0.350
H 0.621 2.074 -1.106 0.324
H 2.561 1.749 1.427 0.299
H 3.123 2.124 -0.343 0.236
H 3.300 0.048 -1.004 0.480
H 3.761 -0.147 0.619 0.285
H 1.723 -1.740 -0.082 0.366
H 1.594 -0.642 1.417 0.263

---

14
Properties=species:S:1:pos:R:3:mulliken_charge:R:1 method="wB97M-V/def2-TZVPD" total_charge=+1 e_lumo_ha="-0.2550 / -0.2543" homo_energy_ev="-11.660 / -12.645" e_above_lowest_kj_mol=517.5 gap_ev="4.72 / 5.72" max_force_ev_per_a=7.1
Mg 0.256 1.671 1.263 0.467
N 1.480 1.096 -0.178 -0.653
S 1.102 0.001 -1.095 1.090
O -0.336 -0.288 -1.495 -0.342
C 1.705 0.353 -2.818 0.601
F 3.011 0.174 -2.868 -0.167
F 1.392 1.615 -3.086 -0.195
F 1.091 -0.419 -3.698 -0.174
Bi -1.814 -0.529 -0.154 1.163
S -2.766 -3.127 0.246 0.020
O -2.558 -2.599 -1.375 -0.491
S 0.417 -2.088 1.150 0.542
O -0.840 -1.143 1.447 -0.326
O 1.580 -1.470 -0.716 -0.536